No. 1
The following is a DFT calculation (ωB97M-V with the def2-TZVPD basis set) of a molecular structure, C5H7NO.

```
14
Properties=species:S:1:pos:R:3:mulliken_charge:R:1
O -1.519 0.243 1.832 -0.5817
N 0.169 -0.721 -1.049 -0.5648
C -1.185 -0.390 0.640 -0.3477
C 1.300 0.247 -1.158 -0.3119
C 0.241 -0.889 0.434 -0.0739
C -0.681 0.442 -0.527 -0.0821
C 0.668 1.006 0.038 -0.6388
H -0.976 1.045 1.895 0.3866
H 1.252 0.823 -2.088 0.2564
H 0.861 0.194 0.959 0.2635
H -1.951 -1.133 0.398 0.4695
H 0.796 -1.713 0.898 0.5140
H -1.273 1.039 -1.224 0.4572
H 2.298 -0.192 -1.048 0.2540
```

Output
Net charge: 0
ΔE to the lowest compared entry with this formula, charge and spin (eV): 7.208
E_LUMO (eV): 0.67

No. 2
The following is a DFT calculation (ωB97M-V with the def2-TZVPD basis set) of 2 unconnected molecules or ions with the total composition C6H12N at a distorted geometry.

```
19
Properties=species:S:1:pos:R:3:mulliken_spin:R:1
N -1.363 -0.283 -0.711 0.3618
C 0.501 0.760 1.600 0.3359
C -1.690 0.421 -1.910 -0.0028
C 1.683 -0.062 1.627 0.0128
C -1.618 -1.499 -0.506 0.5784
C 2.425 -0.022 0.291 0.0242
C -0.527 1.359 1.386 0.5469
H 1.414 -1.090 1.879 0.0107
H 2.772 0.986 0.077 0.0006
H 1.779 -0.343 -0.525 0.0059
H -0.770 0.694 -2.431 0.0024
H 2.337 0.303 2.419 0.0638
H 3.284 -0.686 0.330 0.0019
H -2.206 1.351 -1.660 0.0078
H -2.316 -0.179 -2.571 0.0186
H -0.914 0.319 0.079 -0.0624
H -2.115 -2.101 -1.258 0.0416
H -1.349 -1.972 0.428 0.0311
H -1.326 2.042 1.458 0.0206
```

Output
Net charge: +1
2S+1: 3
ΔE to the lowest compared entry with this formula, charge and spin (eV): 3.318
Expectation value of S²: 2.008
E_LUMO (spin up / spin down) (eV): -4.42 / -9.47

No. 3
The following is a DFT calculation (ωB97M-V with the def2-TZVPD basis set) of 2 unconnected molecules or ions with the total composition C4H8O at a distorted geometry.

```
13
Properties=species:S:1:pos:R:3:mulliken_charge:R:1
O -2.563 1.659 2.259 -0.3195
C -2.206 1.885 1.147 0.0598
C 0.025 -0.388 0.367 -0.0596
C -0.399 -1.378 -0.558 -1.0203
C 1.289 0.431 0.066 -0.7357
H -0.839 0.022 1.037 0.2586
H -0.871 -0.917 -1.361 0.2690
H 0.523 -2.006 -1.001 0.2565
H -2.407 2.847 0.524 0.2314
H 1.754 -0.273 -0.627 0.2737
H 1.759 0.612 1.134 0.2190
H 0.964 1.351 -0.308 0.2505
H -0.973 -1.978 0.092 0.3166
```

Output
Net charge: 0
ΔE to the lowest compared entry with this formula, charge and spin (eV): 5.233
E_LUMO (spin up / spin down) (eV): -0.14 / 0.67